[1]
17
Properties=species:S:1:pos:R:3 method="wB97M-V/def2-TZVPD" smiles="C=CB(C)CC" total_energy_ha=-221.8974 homo_energy_ev=-10.045 multiplicity=1 charge=0 mol_weight_g_mol=81.955
B -0.08647 0.21764 0.30854
C -2.50064 -0.08256 -0.26482
C -1.28717 0.32797 -0.75503
C 1.84525 -0.49975 -1.31921
C -0.45874 0.01902 1.83647
C 1.51815 0.42748 -0.06299
H -3.45618 0.16251 -0.77123
H -2.65645 -0.62647 0.63145
H -1.17073 0.71941 -1.75468
H 2.78761 -0.26842 -1.88892
H 0.93164 -0.55900 -2.01721
H 2.07961 -1.48948 -0.85480
H -1.11731 -0.73965 1.98403
H -0.94285 0.95454 2.17088
H 0.39984 -0.00931 2.47152
H 1.79579 1.37417 -0.43576
H 2.31864 0.07190 0.72177

***

[2]
123
Properties=species:S:1:pos:R:3 method="wB97M-V/def2-TZVPD" total_energy_ha=-2433.9590 homo_energy_ev="-12.046 / -13.399" multiplicity=5 charge=+2 mol_weight_g_mol=964.212
Pt 0.40934 0.71338 -0.64248
C 0.05611 3.80354 -1.62002
C -1.17621 3.54377 -2.48814
C -0.81797 2.74131 -3.74081
C -2.36445 2.99289 -1.71154
C -3.41200 3.85607 -1.46084
C -4.58837 3.42375 -0.85307
C -4.74588 2.09350 -0.50125
C -3.75072 1.15763 -0.73467
C -3.92629 -0.23266 -0.14479
C -5.33358 -0.78865 -0.36358
C -3.56156 -0.22961 1.34446
C -2.53608 1.61963 -1.34993
N -1.50053 0.74629 -1.56188
C -1.77978 -0.48731 -2.12960
C -0.94015 -1.60184 -1.83484
N 0.09803 -1.44637 -1.05645
C 1.13279 -2.41929 -0.99596
C 1.96850 -2.55106 -2.12425
C 3.05852 -3.40751 -2.01945
C 3.30451 -4.11702 -0.85504
C 2.44021 -4.00417 0.21993
C 1.33809 -3.15535 0.18034
C 0.41927 -3.11815 1.39142
C 0.56761 -1.83595 2.21162
C -1.05250 -3.39590 1.07616
C 1.72119 -1.78470 -3.41816
C 2.34771 -0.38804 -3.38862
C 2.19216 -2.54723 -4.65622
C -1.46310 -2.75787 -2.58747
C -1.15561 -4.09345 -2.69039
C -1.93866 -4.89536 -3.55194
C -2.98621 -4.38441 -4.28562
C -3.31664 -3.00997 -4.19247
C -4.35294 -2.31768 -4.87625
C -4.54025 -0.95723 -4.68521
C -3.74110 -0.20010 -3.81892
C -2.73480 -0.85203 -3.10768
C -2.53574 -2.24960 -3.33733
H 0.76147 4.44742 -2.14521
H 0.59208 2.86345 -1.42100
H -0.20134 4.26948 -0.66875
H -1.51690 4.52235 -2.83486
H -0.32884 1.79689 -3.49730
H -0.13153 3.31852 -4.36020
H -1.70190 2.52419 -4.34180
H -3.32508 4.88873 -1.77246
H -5.38576 4.12934 -0.66262
H -5.65904 1.78333 -0.01355
H -3.24116 -0.92566 -0.62728
H -6.08332 -0.27044 0.23442
H -5.35762 -1.83627 -0.06401
H -5.62941 -0.72696 -1.41178
H -4.16648 0.49098 1.89845
H -2.50750 0.00932 1.49867
H -3.74120 -1.21747 1.76965
H 3.71991 -3.53669 -2.86425
H 4.15763 -4.77949 -0.79665
H 2.61432 -4.59326 1.11184
H 0.76031 -3.94021 2.02600
H 0.15130 -0.97975 1.67697
H 1.61576 -1.63316 2.43977
H 0.02741 -1.93036 3.15522
H -1.53385 -2.54398 0.59464
H -1.59243 -3.59382 2.00277
H -1.16868 -4.26860 0.43293
H 0.64621 -1.64499 -3.53998
H 3.43006 -0.44080 -3.25027
H 1.93081 0.23345 -2.58159
H 2.15774 0.13530 -4.32598
H 3.27933 -2.59854 -4.71880
H 1.84474 -2.03730 -5.55441
H 1.80173 -3.56520 -4.66922
H -0.33603 -4.53414 -2.13849
H -1.70231 -5.94677 -3.63713
H -3.55894 -5.03618 -4.93254
H -4.99540 -2.85129 -5.56458
H -5.32911 -0.46225 -5.23434
H -3.90568 0.86428 -3.71361
C 6.10514 0.93115 3.60398
C 5.48829 -0.38992 3.11833
C 4.90378 -1.16172 4.31123
C 6.57781 -1.23979 2.46706
C 4.36503 -0.07036 2.14725
C 4.34528 -0.50565 0.82805
C 3.27249 -0.19584 0.01530
N 2.22929 0.52240 0.43392
C 2.22749 0.96983 1.70666
C 3.26937 0.68849 2.56521
C 1.03344 1.74115 2.12510
C 1.01158 2.52635 3.26849
C -0.12411 3.24944 3.61472
C -1.21532 3.14382 2.74899
C -1.13174 2.35501 1.62551
N -0.03312 1.65678 1.31824
C -0.20206 4.13249 4.84929
C -0.44738 5.57966 4.39322
C 1.08276 4.08221 5.67479
C -1.37251 3.65925 5.72382
H 6.91080 0.72040 4.30664
H 5.37419 1.55713 4.11699
H 6.52102 1.50072 2.77204
H 5.70256 -1.40694 5.01068
H 4.44021 -2.09496 3.98705
H 4.15915 -0.57958 4.85504
H 7.35384 -1.45209 3.20120
H 7.05225 -0.72281 1.63151
H 6.18867 -2.19654 2.11419
H 5.14614 -1.09882 0.41386
H 3.24269 -0.54348 -1.00546
H 3.22009 1.03759 3.58496
H 1.89652 2.59086 3.87965
H -2.13422 3.68017 2.93864
H -1.96641 2.27164 0.94374
H 0.36647 5.93689 3.76097
H -0.50925 6.23008 5.26523
H -1.38123 5.67718 3.83915
H 1.94346 4.45483 5.11627
H 1.29810 3.07214 6.02856
H 0.96913 4.71719 6.55231
H -2.32762 3.72268 5.20240
H -1.44010 4.29018 6.60984
H -1.22775 2.62928 6.05249

***

[3]
81
Properties=species:S:1:pos:R:3 method="wB97M-V/def2-TZVPD" total_energy_ha=-2048.1227 homo_energy_ev="-8.327 / -9.497" multiplicity=6 charge=+1 mol_weight_g_mol=589.722
Ru -0.64211 -0.78994 -2.31808
C -0.32121 -2.55428 2.62042
C 0.97658 -2.54711 2.01603
C 1.00295 -1.12789 3.85254
C -0.31396 -1.64793 3.70936
C 1.79606 -1.67859 2.81126
C -1.52332 -3.22072 2.09764
H -1.28214 -3.93324 1.30429
H -2.21962 -2.46280 1.69917
H -2.09285 -3.78946 2.85189
C -1.50284 -1.14378 4.42582
H -2.41013 -1.31869 3.83211
H -1.39918 -0.05232 4.56223
H -1.65571 -1.59086 5.42913
C 1.39310 -0.03259 4.77836
H 1.55173 -0.36319 5.82258
H 0.59376 0.73059 4.78539
H 2.31463 0.45530 4.42560
C 3.20890 -1.34379 2.54505
H 3.93482 -1.90191 3.16645
H 3.38878 -0.27325 2.74968
H 3.47945 -1.53583 1.49958
C 1.40422 -3.25247 0.80054
H 1.98911 -4.16694 1.00641
H 2.02890 -2.60201 0.17307
H 0.54429 -3.56221 0.20866
C -1.57894 0.53022 -3.60441
C -1.68942 -0.93254 -3.89331
C -0.87263 -1.66404 -4.88075
C 0.65503 -1.81615 -4.50733
C 1.10441 -1.15210 -3.23852
C 0.91764 0.27607 -3.01396
C 0.72156 1.24464 -4.19917
C -0.74335 1.32175 -4.64604
H -0.99192 -1.24078 -5.88933
H 1.27990 -1.43959 -5.32833
H -1.29004 -2.68660 -4.89126
H -0.90844 0.83318 -5.61784
H -2.58457 1.00917 -3.55825
H -2.61686 -1.37655 -3.54614
H -1.07317 2.38115 -4.70676
H 1.02705 2.24234 -3.88258
H 1.36141 0.73592 -2.08967
H 1.39808 0.99801 -5.02287
H 0.86966 -2.88839 -4.39524
H 1.92379 -1.62821 -2.68369
P -1.42923 1.20932 -1.42239
P 1.91863 1.75189 0.35349
C -0.47808 2.83521 -1.11156
C 1.04058 2.97234 -0.72852
H -1.08957 3.33633 -0.36671
H -0.65178 3.34506 -2.06061
H 1.60945 3.06335 -1.65789
H 1.16707 3.93928 -0.22669
C 2.96884 2.73933 1.46609
H 3.21046 2.13750 2.36346
H 2.38790 3.62990 1.74001
H 3.88421 2.97876 0.89988
C 3.32576 0.97278 -0.58735
H 3.91705 1.77944 -1.04016
H 3.02259 0.26225 -1.36444
H 3.95699 0.40368 0.11056
C -3.27539 1.14911 -1.37502
H -3.66946 0.16441 -1.08838
H -3.73013 1.43627 -2.33939
H -3.62727 1.90404 -0.65363
C -1.23258 -2.50101 -1.39106
H -0.95321 -2.34042 -0.34410
H -0.74942 -3.41592 -1.80012
H -2.32637 -2.64826 -1.48092
F -3.04159 3.49646 3.83974
C -2.39378 2.55335 3.06463
C -1.00524 2.61032 3.01261
C -0.34011 1.62402 2.22783
C -1.09774 0.85131 1.40708
C -2.44839 0.68325 1.55986
C -3.13264 1.58142 2.41203
H -0.44268 3.39691 3.52234
H 0.75744 1.55216 2.27716
H -2.99813 -0.04982 0.99554
H -4.20754 1.55437 2.52690

***

[4]
38
Properties=species:S:1:pos:R:3 method="wB97M-V/def2-TZVPD" total_energy_ha=-1601.8096 homo_energy_ev=-7.232 multiplicity=1 charge=-1 mol_weight_g_mol=297.614
Cl -0.45997 1.17625 0.36199
O -1.84028 1.49934 -0.12766
O 0.48070 2.30641 0.04137
O -0.45888 0.88527 1.85868
O 0.06628 -0.04785 -0.34282
O -0.61445 0.04325 -3.22999
H -0.21136 -0.78362 -3.55793
H 0.04268 0.37292 -2.59206
O 2.77138 0.47393 2.26055
H 2.57573 -0.36207 1.81868
H 2.09372 1.04153 1.90616
O 2.57053 -1.67747 0.68775
H 2.59320 -2.45427 1.16575
H 1.78350 -1.69020 0.03508
O -0.29927 -2.45538 1.93553
H 0.29659 -2.01669 2.54790
H -1.01938 -1.82937 2.01772
O -2.66993 -0.84241 2.95698
H -2.26501 -0.05853 2.58483
H -3.10003 -1.23541 2.16632
O -2.37444 -1.02042 -1.68331
H -1.59080 -0.66860 -2.12330
H -2.97528 -0.24707 -1.72969
O -0.85510 -3.27996 -0.66162
H -0.42389 -2.68758 -1.23079
H -0.68245 -3.03796 0.22752
O 0.91867 -0.69025 3.72579
H 0.27001 0.00144 3.84125
H 1.64515 -0.24542 3.25325
O 2.96779 0.66112 -1.25416
H 2.47415 0.67126 -0.49159
H 3.67113 0.13874 -0.96980
O 0.85429 3.19499 -2.66538
H 0.46258 2.83090 -1.86067
H 0.09831 3.52813 -3.17681
O -2.33388 2.53291 -2.81966
H -2.14457 3.41276 -2.99724
H -2.31742 2.55937 -1.87861

***

[5]
33
Properties=species:S:1:pos:R:3 method="wB97M-V/def2-TZVPD" smiles=CCSSC[C@@H](C)N.O.O.O.O total_energy_ha=-1355.1085 homo_energy_ev=-7.871 multiplicity=1 charge=0 mol_weight_g_mol=223.360
N 1.73383 -1.17371 -0.48357
C 1.56574 0.12174 -1.14195
C 2.42076 1.17281 -0.42664
C -0.00582 0.49471 -0.87031
S -0.72706 1.92285 -1.69148
S -0.72651 3.57190 -0.58113
C -1.34562 3.07363 1.12531
C -2.86024 2.82612 0.99075
H 1.27553 -1.37818 0.38197
H 2.77637 -1.30495 -0.36630
H 1.63379 0.04978 -2.29006
H 2.71056 0.79560 0.67529
H 1.97107 2.09911 -0.34350
H 3.25145 1.34063 -1.08338
H -0.62238 -0.39307 -1.34316
H -0.07763 0.30906 0.23526
H -0.85166 2.21946 1.56225
H -1.08125 3.89124 1.77870
H -3.41417 3.77980 1.04839
H -3.13133 2.20303 1.76002
H -3.14106 2.41319 -0.09049
H -1.27847 -3.07610 0.83818
H -1.66397 -1.52142 0.57394
O -1.00634 -2.12995 0.76001
H -0.30580 -4.63477 -0.08209
H -0.42899 -5.19378 1.27996
O -1.00425 -4.79909 0.63315
H 1.73819 -4.80158 -1.52317
H 1.63327 -3.80193 -0.31887
O 1.65869 -4.81948 -0.64417
H 1.42823 -1.67225 3.73840
H 2.00770 -3.15553 3.47835
O 1.35714 -2.50165 3.22277

***

[6]
205
Properties=species:S:1:pos:R:3 method="wB97M-V/def2-TZVPD" total_energy_ha=-3544.1315 homo_energy_ev=-10.002 multiplicity=1 charge=+5 mol_weight_g_mol=1134.760
C 1.60682 -6.41407 5.67490
C 0.73296 -7.48435 5.04134
N 1.24451 -8.79940 5.37855
C 2.02984 -9.61436 4.58735
C 2.35972 -10.70959 5.27865
N 1.68906 -10.61515 6.51650
C 1.04164 -9.46970 6.53983
C 1.40632 -11.73068 7.45918
H 1.18604 -5.43674 5.59776
H 2.53614 -6.30283 5.15766
H 1.90734 -6.54614 6.71873
H 0.68426 -7.41427 3.94248
H -0.23308 -7.37773 5.51713
H 2.48837 -9.13631 3.69994
H 2.97226 -11.60087 5.03886
H 0.38438 -9.15062 7.37482
H 2.31788 -12.15199 7.84091
H 0.86210 -12.54047 6.85574
H 0.73712 -11.32386 8.20479
C -3.93884 5.00985 8.24880
C -4.90194 4.08782 7.50033
N -5.08023 2.82244 8.21512
C -6.19425 2.48468 8.87677
C -6.07600 1.22948 9.34398
N -4.79063 0.85058 8.95170
C -4.17631 1.83105 8.29515
C -4.27533 -0.45834 9.22512
H -3.03735 4.46915 8.49759
H -4.38492 5.51313 9.10174
H -3.66379 5.84955 7.59006
H -4.65587 3.76194 6.49246
H -5.90807 4.48540 7.36074
H -7.03572 3.16026 8.88020
H -6.72314 0.53589 9.88300
H -3.22622 1.86449 7.79406
H -4.89762 -1.29185 8.97017
H -4.10674 -0.56501 10.29153
H -3.27289 -0.60606 8.72076
C -6.99355 -1.28540 -4.04883
C -7.60204 -2.16263 -3.05350
N -9.05348 -1.87761 -2.86583
C -9.74295 -0.66526 -2.77214
C -10.98118 -0.93981 -2.30091
N -10.98245 -2.27276 -2.04875
C -9.81149 -2.83336 -2.35599
C -12.20968 -3.04422 -1.57363
H -5.94134 -1.55048 -4.11522
H -6.90897 -0.25760 -3.68323
H -7.39918 -1.31069 -5.03068
H -6.99446 -2.08692 -2.11795
H -7.55874 -3.17566 -3.39703
H -9.34267 0.24830 -3.13794
H -11.83181 -0.29767 -2.03538
H -9.60299 -3.86295 -2.37502
H -13.03664 -2.98482 -2.31680
H -12.51203 -2.69606 -0.59362
H -11.87782 -4.10681 -1.54433
C 4.47695 -7.57292 -2.33877
C 3.50170 -7.69795 -3.49944
N 2.82602 -9.01588 -3.49276
C 3.37163 -10.24462 -3.79096
C 2.41085 -11.17041 -3.59262
N 1.34388 -10.53500 -2.99225
C 1.60787 -9.26663 -2.98317
C 0.06523 -11.10875 -2.52036
H 5.38573 -8.19849 -2.37964
H 4.00646 -7.96229 -1.32442
H 4.78559 -6.55117 -2.17068
H 4.11488 -7.62444 -4.42315
H 2.64473 -6.98957 -3.52063
H 4.38321 -10.31700 -4.18281
H 2.30878 -12.23961 -3.70200
H 0.95416 -8.54175 -2.59128
H -0.60647 -11.36049 -3.39387
H -0.42706 -10.41981 -1.83155
H 0.29843 -11.99766 -1.98582
C -3.78540 -0.25855 -11.14954
C -2.46661 0.48343 -10.96383
C -2.35579 1.59524 -11.98149
N -1.13445 2.47845 -11.75514
C -1.42130 3.32718 -10.53162
C -0.85320 3.41319 -12.89424
C 0.58637 3.76856 -12.67702
C 1.26045 2.52718 -12.01381
C 0.12438 1.60954 -11.65132
H -3.78843 -1.09677 -10.48990
H -3.67453 -0.73937 -12.09611
H -4.74974 0.20352 -11.16562
H -1.63739 -0.29050 -11.15302
H -2.35958 0.82627 -9.95709
H -3.24808 2.20241 -11.93751
H -2.15913 1.19028 -12.95699
H -2.23923 4.04542 -10.63847
H -0.52266 3.81596 -10.23934
H -1.71580 2.76232 -9.68913
H -1.47416 4.30729 -12.83517
H -1.00454 2.90935 -13.86043
H 0.67372 4.57124 -11.95922
H 1.04646 4.17600 -13.58473
H 1.81496 2.86804 -11.11093
H 1.97246 2.05790 -12.73266
H 0.23583 1.19991 -10.64193
H -0.03394 0.82397 -12.38030
C 1.88530 7.41410 -2.03042
C 2.32896 7.30710 -0.56557
C 2.56471 5.83991 -0.26450
N 2.60081 5.45880 1.21758
C 3.59841 6.25339 1.99706
C 2.94652 3.98676 1.25926
C 2.04108 3.49931 2.32536
C 0.73131 4.19155 1.99101
C 1.18914 5.61577 1.80326
H 2.69766 7.12337 -2.76860
H 1.66283 8.43470 -2.34316
H 1.07743 6.68020 -2.12267
H 1.55697 7.73724 0.09277
H 3.26802 7.85214 -0.39362
H 3.55036 5.69868 -0.63806
H 1.90866 5.09989 -0.74735
H 4.59110 6.15443 1.49909
H 3.64517 5.80753 2.97946
H 3.24420 7.26863 2.03596
H 4.02207 3.82481 1.50566
H 2.70897 3.45018 0.34221
H 2.33539 3.85072 3.28480
H 1.99637 2.40171 2.49067
H 0.03838 4.18641 2.81254
H 0.23522 3.76603 1.10605
H 1.30676 6.06345 2.81290
H 0.59511 6.25844 1.13448
C 2.79698 2.00073 -8.38621
C 3.62628 1.20121 -7.32443
C 4.15489 2.32234 -6.39364
N 5.20846 1.90593 -5.30681
C 6.55268 1.62017 -5.90175
C 4.75029 0.64366 -4.61912
C 4.78879 1.02883 -3.13204
C 5.63611 2.33493 -2.98868
C 5.22048 3.00185 -4.28068
H 2.12123 2.70125 -7.87829
H 2.15580 1.36793 -9.01183
H 3.46406 2.67260 -8.96945
H 4.46692 0.66093 -7.78923
H 3.04730 0.38389 -6.78926
H 3.26325 2.63602 -5.90201
H 4.66368 3.15837 -6.90253
H 6.55156 0.87960 -6.73663
H 7.36171 1.33184 -5.18048
H 6.84273 2.59151 -6.36608
H 5.40899 -0.19652 -4.70945
H 3.77162 0.37622 -4.98135
H 5.10136 0.17651 -2.50777
H 3.75825 1.16655 -2.66578
H 6.73818 2.11260 -3.07643
H 5.38164 3.04564 -2.15129
H 5.89979 3.71663 -4.67935
H 4.15870 3.26182 -4.26013
C -0.52827 1.19749 10.53262
C 0.09030 2.54145 10.46384
C 1.27673 2.47011 9.51877
N 2.10677 3.72987 9.37746
C 2.97224 3.83875 10.59879
C 1.32719 4.97649 9.20533
C 2.28782 6.04379 8.50718
C 3.35825 5.13512 7.87939
C 2.91558 3.69546 8.10218
H -0.75910 0.81337 9.56589
H -1.46706 1.19571 11.08504
H 0.11005 0.47575 11.09773
H 0.47641 2.84831 11.47155
H -0.53593 3.33160 10.14052
H 1.03233 2.33597 8.48927
H 2.02624 1.75282 9.85291
H 2.29911 3.77390 11.43642
H 3.37389 4.83600 10.57155
H 3.69935 3.05793 10.73287
H 0.93921 5.25341 10.16462
H 0.54485 4.71507 8.49264
H 2.67733 6.75676 9.21037
H 1.68419 6.52907 7.73960
H 4.34572 5.42730 8.34019
H 3.43756 5.39860 6.82213
H 3.70289 2.93097 8.08247
H 2.18079 3.45229 7.29344
C -1.56142 2.04688 4.67440
C -0.93974 2.73045 5.90552
O -1.37160 2.47505 7.09328
O 0.03610 3.58204 5.77837
H -1.96577 1.10366 5.05900
H -0.82544 1.82127 3.95156
H -2.36113 2.59927 4.17601
C -0.81609 -5.79775 1.10436
C 1.43208 -7.60040 0.75114
O 1.61406 -7.53014 1.87348
O 0.78163 -7.32039 -0.10706
H -1.39054 -5.32469 0.42362
H 0.06999 -5.36301 1.49260
H -1.24820 -6.65202 1.68004
C -0.09723 3.02383 -3.10565
C 1.42046 2.95765 -3.11328
O 1.95918 2.34774 -4.11720
O 2.04288 3.68609 -2.33658
H -0.32780 3.92095 -3.73111
H -0.46721 3.23492 -2.10675
H -0.54486 2.20105 -3.58097